# 1
DFT (ωB97M-V/def2-TZVPD) results for a cluster of 2 separate species, C3H10N2 in total.

CARTESIAN COORDINATES (ANGSTROEM)
C -2.79 -0.24 0.34
N -2.10 0.74 -0.08
H -3.74 -0.45 -0.14
H -2.41 -0.81 1.18
H -2.55 1.14 -0.90
C 0.85 -1.07 0.41
N 1.78 -0.33 -0.35
C 1.60 1.10 -0.51
H 1.13 -2.11 0.50
H -0.14 -0.93 -0.01
H 0.82 -0.68 1.43
H 2.76 -0.62 -0.32
H 0.65 1.30 -0.98
H 1.70 1.48 0.52
H 2.44 1.49 -1.09

ΔE to the lowest compared entry with this formula, charge and spin: 89.68 kJ/mol
HOMO energy (alpha / beta): -13.9 / -13.9 eV
Calculated total energy: -6243.900 eV
Multiplicity: 2
Strongest force on any atom: 1.44 eV/A
⟨S²⟩: 0.754
HOMO-LUMO gap (alpha / beta): 0.391 / 0.225 Eh
Total charge: +1

---

# 2
DFT (ωB97M-V/def2-TZVPD) results for a cluster of 2 separate species, C3H10N2O in total.

CARTESIAN COORDINATES (ANGSTROEM)
C -0.22 1.30 -0.87
N -1.24 0.25 -0.79
C -1.32 -0.50 0.49
O -0.45 -0.72 1.45
C 1.23 0.89 -0.60
N 1.63 -0.33 -1.33
H -0.48 2.11 -0.15
H -0.33 1.80 -1.84
H -0.19 -3.83 7.08
H -2.35 -0.50 0.85
H -0.91 -1.08 -0.54
H -0.52 -3.20 7.18
H 1.91 1.69 -0.94
H 1.33 0.61 0.46
H 2.61 -0.55 -1.42
H 1.10 -1.14 -1.03

ΔE to the lowest compared entry with this formula, charge and spin: 314.33 kJ/mol
HOMO energy (alpha / beta): -1.0 / -3.2 eV
Calculated total energy: -8296.406 eV
Multiplicity: 2
Strongest force on any atom: 1.74 eV/A
⟨S²⟩: 0.757
HOMO-LUMO gap (alpha / beta): 0.198 / 0.279 Eh
Total charge: -1

---

# 3
DFT (ωB97M-V/def2-TZVPD) results for a cluster of 2 separate species, C3H10N2O in total.

CARTESIAN COORDINATES (ANGSTROEM)
C -1.60 -1.46 0.39
C -1.50 0.09 1.03
N -0.25 0.37 1.83
H -1.38 -2.10 1.37
H -2.53 -1.57 -0.13
H -0.73 -1.46 -0.37
H -1.70 0.69 0.13
H -2.34 0.19 1.59
H 0.66 0.02 1.53
H -0.29 1.39 2.21
C 1.71 0.26 -2.12
N 2.17 0.83 -0.94
O 0.58 0.03 -2.49
H 2.59 0.31 -2.94
H 1.54 1.25 -0.24
H 3.09 1.16 -0.86

SMILES: NC=O.CCN
ΔE to the lowest compared entry with this formula, charge and spin: 197.85 kJ/mol
HOMO energy: -9.1 eV
Calculated total energy: -8299.453 eV
Strongest force on any atom: 5.26 eV/A
HOMO-LUMO gap: 0.364 Eh

---

# 4
DFT (ωB97M-V/def2-TZVPD) results for an isolated molecule of C3H10N2O.

CARTESIAN COORDINATES (ANGSTROEM)
N -1.51 0.86 -0.66
C -0.44 0.16 0.19
C -0.57 -1.32 0.29
O -1.89 -1.78 0.45
C 0.93 0.65 -0.28
N 2.10 0.42 0.54
H -1.57 1.77 -0.22
H -1.11 1.28 -1.53
H -0.51 0.53 1.19
H -0.10 -1.92 -0.54
H 0.11 -1.62 1.10
H -2.37 -0.98 0.46
H 1.00 0.15 -1.24
H 0.80 1.74 -0.47
H 2.31 -0.56 0.88
H 2.84 0.62 -0.15

SMILES: NC[C@@H](N)CO
ΔE to the lowest compared entry with this formula, charge and spin: 180.51 kJ/mol
HOMO energy: -9.7 eV
Calculated total energy: -8299.633 eV
Strongest force on any atom: 2.34 eV/A
HOMO-LUMO gap: 0.387 Eh

---

# 5
DFT (ωB97M-V/def2-TZVPD) results for a cluster of 2 separate species, C3H10N2O in total.

CARTESIAN COORDINATES (ANGSTROEM)
C -3.37 0.61 0.03
O -4.57 -0.11 -0.38
C -2.71 -0.17 1.14
H -3.76 1.58 0.33
H -2.64 0.67 -0.78
H -3.00 -1.21 0.99
H -2.93 0.23 2.13
H -1.63 -0.25 0.97
N 4.34 -1.04 -0.37
C 3.99 0.29 -0.06
N 4.40 1.23 -0.83
H 4.24 -1.31 -1.33
H 4.31 -1.87 0.20
H 3.39 0.35 0.84
H -4.81 0.28 -1.25
H 4.75 0.72 -1.64

SMILES: [H]/N=C\N.CCO
ΔE to the lowest compared entry with this formula, charge and spin: 191.15 kJ/mol
HOMO energy: -9.4 eV
Calculated total energy: -8299.523 eV
Strongest force on any atom: 1.87 eV/A
HOMO-LUMO gap: 0.376 Eh

---

# 6
DFT (ωB97M-V/def2-TZVPD) results for a cluster of 2 separate species, C3H10N2O in total.

CARTESIAN COORDINATES (ANGSTROEM)
C -2.16 0.78 0.26
C 0.04 1.66 -0.33
N -0.86 0.77 -0.47
H -2.93 1.23 -0.36
H -2.23 -0.24 0.61
H -1.99 1.38 1.16
H -0.15 2.73 -0.23
H 1.07 1.42 -0.53
H -0.41 -0.18 -0.58
N 0.24 -1.73 -0.42
C 1.56 -0.98 0.01
O 1.27 -0.17 1.02
H -0.01 -2.28 0.39
H 0.46 -2.36 -1.19
H 1.99 -0.36 -0.83
H 2.28 -1.80 0.22

ΔE to the lowest compared entry with this formula, charge and spin: 393.12 kJ/mol
HOMO energy: -7.1 eV
Calculated total energy: -8297.430 eV
Strongest force on any atom: 1.80 eV/A
HOMO-LUMO gap: 0.258 Eh

---

# 7
DFT (ωB97M-V/def2-TZVPD) results for a cluster of 2 separate species, C3H10N2O in total.

CARTESIAN COORDINATES (ANGSTROEM)
C 0.63 -0.92 -1.34
C -0.32 -0.91 -0.13
C -1.03 0.14 0.49
N -0.56 1.11 1.53
N -0.74 -2.16 0.25
H 0.05 -1.52 -2.17
H 1.59 -1.49 -1.09
H 0.69 0.06 -1.90
H -2.14 0.03 0.54
H -1.15 1.10 2.28
H 0.34 0.74 1.82
H -1.25 -2.26 1.19
H -1.06 -2.66 -0.56
H 0.96 2.48 -0.28
H 2.09 3.57 -0.44
O 1.90 2.69 -0.19

ΔE to the lowest compared entry with this formula, charge and spin: 227.67 kJ/mol
HOMO energy (alpha / beta): -13.6 / -14.6 eV
Calculated total energy: -8291.270 eV
Multiplicity: 2
Strongest force on any atom: 6.89 eV/A
⟨S²⟩: 0.754
HOMO-LUMO gap (alpha / beta): 0.307 / 0.302 Eh
Total charge: +1

---

# 8
DFT (ωB97M-V/def2-TZVPD) results for a cluster of 2 separate species, C3H10N2O in total.

CARTESIAN COORDINATES (ANGSTROEM)
C 1.55 0.11 1.47
C 0.56 1.02 0.76
N -0.82 0.48 0.84
C -1.17 -0.71 0.44
N -2.23 -1.36 0.96
H 1.30 0.07 2.54
H 1.54 -0.91 1.11
H 2.54 0.58 1.41
H 0.81 1.17 -0.30
H 0.51 2.00 1.23
H -1.51 0.87 1.49
H -0.67 -1.16 -0.43
H -2.77 -1.83 0.23
H 0.19 -0.14 -3.14
H 0.08 -0.47 -4.62
O 0.09 0.28 -4.00

ΔE to the lowest compared entry with this formula, charge and spin: 197.42 kJ/mol
HOMO energy (alpha / beta): -14.6 / -14.6 eV
Calculated total energy: -8291.583 eV
Multiplicity: 2
Strongest force on any atom: 1.53 eV/A
⟨S²⟩: 0.767
HOMO-LUMO gap (alpha / beta): 0.366 / 0.235 Eh
Total charge: +1